# C4H8O2

A cluster of 2 separate species, C4H8O2 in total (ωB97M-V/def2-TZVPD, the OMol25 dataset).

Output
Charge = 0
DFT total energy = -8370.7352 eV
ΔE to the lowest compared entry with this formula, charge and spin = 2.547 eV
SMILES = C=CCO.C=O

Atoms and positions in Å:
C 1.945786 -1.107552 -0.361532
C 1.569625 0.159709 -0.210131
C 0.206612 0.662894 -0.616569
O -0.723453 -0.399768 -0.765981
H 2.908203 -1.472300 -0.014390
H 1.282948 -1.821460 -0.845435
H 2.232776 0.872030 0.278462
H -0.157944 1.385319 0.129256
H 0.231228 1.173439 -1.586924
H -0.523574 -1.018612 -0.048750
C -2.479326 0.358638 0.863703
O -1.812517 0.837301 1.749196
H -2.879028 0.957378 0.024261
H -2.752328 -0.714441 0.847754

Forces on atoms 1 to 6 (eV/Å):
-0.057 0.169 0.042
0.027 -0.181 -0.007
0.156 0.131 -0.009
0.050 -0.117 0.074
-0.140 0.117 -0.078
0.178 0.029 0.062

# C22H30N4O5

An isolated molecule of C22H30N4O5 (ωB97M-V/def2-TZVPD, the OMol25 dataset).

Output
Charge = 0
DFT total energy = -39500.4130 eV
ΔE to the lowest compared entry with this formula, charge and spin = 1.468 eV
SMILES = COc1ccc(CCN2C(=O)NC(=O)/C(=C/NCCN3CCCCC3)C2=O)cc1OC

Atoms and positions in Å:
C 2.198108 3.014479 3.042746
O 2.283528 1.699775 2.542270
C 2.654262 1.469758 1.245029
C 3.107414 0.180116 0.995404
C 3.441673 -0.236608 -0.278249
C 3.360152 0.647941 -1.340960
C 3.526477 0.168388 -2.754984
C 2.133900 -0.151901 -3.333135
N 1.395682 -0.997517 -2.406817
C 1.681608 -2.345055 -2.428370
O 2.392696 -2.850507 -3.266048
N 1.081271 -3.092580 -1.444725
C 0.381899 -2.623144 -0.341482
O -0.007160 -3.399733 0.509797
C 0.171271 -1.194314 -0.341231
C -0.447211 -0.627485 0.762603
N -0.618877 0.667134 0.939084
C -1.560279 1.147240 1.903394
C -2.989542 0.877167 1.367211
N -3.082816 -0.500074 0.944192
C -3.748668 -0.711289 -0.325859
C -3.526166 -2.143016 -0.803661
C -4.049538 -3.129547 0.233086
C -3.355229 -2.853531 1.561160
C -3.578229 -1.399918 1.969089
C 0.609813 -0.376266 -1.443090
O 0.328203 0.814380 -1.557984
C 2.950256 1.951091 -1.093344
C 2.572668 2.376163 0.171914
O 2.084426 3.636591 0.421399
C 1.870551 4.497774 -0.669142
H 1.318821 3.539861 2.663714
H 2.117480 2.904576 4.124623
H 3.091556 3.595635 2.803939
H 3.156616 -0.499825 1.830968
H 3.758699 -1.256030 -0.442620
H 4.132606 -0.737861 -2.779053
H 3.998148 0.926184 -3.381452
H 2.226355 -0.679934 -4.282936
H 1.552462 0.762305 -3.458509
H 1.267065 -4.088543 -1.475334
H -0.718661 -1.291112 1.571790
H -0.387565 1.239293 0.124788
H -1.410161 2.213496 2.073341
H -1.411434 0.609211 2.842381
H -3.161746 1.531352 0.509405
H -3.721314 1.133134 2.145703
H -3.327663 -0.014510 -1.055345
H -4.834511 -0.517053 -0.247420
H -2.456955 -2.305515 -0.943650
H -4.027904 -2.285289 -1.762294
H -3.853303 -4.152936 -0.087924
H -5.130637 -3.008627 0.344612
H -2.287692 -3.046619 1.447505
H -3.743439 -3.509530 2.341905
H -3.047782 -1.190320 2.901360
H -4.656999 -1.232798 2.148312
H 2.880888 2.628505 -1.928873
H 2.809890 4.772400 -1.160061
H 1.415023 5.393035 -0.247049
H 1.190015 4.052001 -1.401126

Forces on atoms 1 to 6 (eV/Å):
-0.050 0.350 0.292
-0.077 -0.225 -0.333
0.081 -0.121 0.043
-0.124 0.265 0.065
0.115 0.174 -0.083
0.294 0.059 0.053

# C23H36P2Pb

A structure of composition C23H36P2Pb (ωB97M-V/def2-TZVPD, the OMol25 dataset).

Output
Charge = +2
DFT total energy = -48238.4319 eV
ΔE to the lowest compared entry with this formula, charge and spin = 0.000 eV

Atoms and positions in Å:
P 0.158626 -1.355919 -6.404761
P 0.095280 1.751720 -6.302445
C -0.220258 -0.464561 -8.024695
C 0.328381 0.967102 -8.005513
H -1.322249 -0.475716 -8.159150
H 0.256800 -1.041918 -8.838473
H 1.413721 0.988352 -8.238799
H -0.219102 1.589380 -8.738331
C -1.527312 2.546205 -6.704645
H -1.756579 3.273438 -5.917706
H -2.319734 1.789336 -6.745767
H -1.437099 3.051726 -7.674069
C 1.182389 3.196947 -6.621030
H 0.885775 3.676393 -7.562755
H 2.224597 2.858338 -6.678786
H 1.070076 3.896685 -5.784153
C -0.962194 -2.773307 -6.723877
H -0.790456 -3.523544 -5.944227
H -0.742353 -3.190045 -7.713970
H -2.001149 -2.426148 -6.678625
C 1.736757 -2.120294 -6.979335
H 2.529841 -1.364263 -7.027060
H 1.569831 -2.557023 -7.971877
H 2.019147 -2.901559 -6.264361
Pb 1.575059 0.082331 1.622414
C 0.545717 1.711303 -2.017475
C -0.786723 1.601842 -2.021900
C -1.573040 0.763109 -2.971941
C -1.948510 -0.674090 -2.485837
C -0.852902 -1.519625 -1.929065
C 0.446659 -1.449201 -2.197297
C 1.100309 -0.566060 -3.205472
C 1.532714 0.875708 -2.755181
C 0.287004 -1.812252 1.799653
H 1.007088 2.484997 -1.390145
H -1.362020 2.173906 -1.279809
H -1.041479 0.682114 -3.928485
H -2.524722 1.270984 -3.187020
H -2.712549 -0.587036 -1.700748
H -2.443223 -1.167753 -3.336691
H -1.200430 -2.275397 -1.209948
H 1.133046 -2.115908 -1.643954
H 0.482790 -0.471074 -4.110624
H 2.027442 -1.057220 -3.535191
H 2.422663 0.787651 -2.109039
H 1.877528 1.381984 -3.671456
H 0.719653 -2.184406 2.744017
H 0.367806 -2.575471 1.017323
H -0.769757 -1.553357 1.971257
C -0.291432 1.280909 1.792727
C -0.523560 1.563183 2.983421
C -0.521834 1.692530 4.398185
C -1.645711 2.186358 5.090522
C -1.651546 2.192767 6.482421
C -0.550230 1.693973 7.198589
C 0.587043 1.225367 6.521397
C 0.614717 1.226464 5.124566
H -2.505873 2.526713 4.520700
H -2.519971 2.576181 7.018972
H -0.570842 1.661100 8.287451
H 1.447585 0.849732 7.071562
H 1.477593 0.841421 4.585413

Forces on atoms 1 to 6 (eV/Å):
-0.111 -0.325 -3.278
-0.271 0.442 -2.843
-0.157 0.645 0.375
0.182 -0.539 0.319
0.619 0.034 0.035
-0.417 0.093 0.401